P:
The ion C6H15N4 with charge +1, computed with wB97M-V/def2-TZVPD.

Atoms and positions in Å:
C: 0.326 3.137 -1.451
C: -0.162 2.200 -0.743
N: -0.747 1.528 0.156
C: -2.112 1.640 0.539
N: -0.048 0.535 0.862
C: 1.343 0.440 0.461
C: 1.914 -0.889 1.019
N: 1.021 -2.066 0.634
N: -0.050 -1.696 -0.290
C: -0.955 -2.832 -0.531
H: 0.725 2.960 -2.470
H: 0.499 4.214 -1.185
H: -2.134 1.682 1.631
H: -2.628 2.477 0.030
H: -2.747 0.675 0.344
H: -0.541 -0.417 0.600
H: 1.814 1.319 1.070
H: 1.407 0.415 -0.645
H: 3.012 -1.000 0.570
H: 2.071 -0.862 2.135
H: 1.643 -2.717 0.213
H: 0.271 -1.303 -1.168
H: -2.067 -2.538 -0.693
H: -0.662 -3.495 -1.310
H: -1.194 -3.408 0.222

Summary:
HOMO in eV: -12.51
Charge: +1
HOMO-LUMO gap in eV: 8.357
SMILES: C=C=[N+](C)NCCNNC

The net atomic charges from Löwdin, expressed in e, are:
1 C 0.12
2 C -0.05
3 N -0.13
4 C 0.01
5 N -0.02
6 C -0.22
7 C -0.16
8 N -0.04
9 N -0.16
10 C -0.07
11 H 0.11
12 H 0.12
13 H 0.11
14 H 0.12
15 H 0.14
16 H 0.13
17 H 0.17
18 H 0.11
19 H 0.15
20 H 0.12
21 H 0.09
22 H 0.12
23 H 0.12
24 H 0.07
25 H 0.02

=====

Q:
The ion C6H15N4 with charge +1, computed with wB97M-V/def2-TZVPD.

Atoms and positions in Å:
C: -1.286 -0.712 2.692
C: 0.321 -1.702 1.329
C: 1.469 -0.628 0.891
C: 0.247 1.141 -0.154
C: -1.893 2.071 -0.924
C: 2.262 0.302 -1.271
N: -0.874 -0.844 1.516
N: -1.118 -0.192 -1.517
N: -0.774 1.069 -0.973
N: 1.070 -0.109 -0.456
H: -2.114 -0.103 2.997
H: 0.020 -2.208 0.350
H: 0.781 -2.305 2.188
H: 1.423 0.140 1.596
H: 2.460 -0.995 0.889
H: -0.736 -1.178 3.534
H: -2.206 2.298 -1.887
H: -2.727 1.656 -0.340
H: -1.493 3.046 -0.521
H: 2.856 1.060 -0.795
H: 2.874 -0.564 -1.469
H: 1.859 0.737 -2.171
H: -1.445 0.040 -2.484
H: -1.910 -0.639 -0.991
H: 0.487 -0.597 -1.204

Summary:
HOMO in eV: -13.59
Charge: +1
HOMO-LUMO gap in eV: 10.704

The net atomic charges from Löwdin, expressed in e, are:
1 C -0.02
2 C -0.15
3 C -0.10
4 C 0.06
5 C 0.00
6 C 0.01
7 N -0.06
8 N 0.06
9 N -0.23
10 N -0.20
11 H 0.07
12 H 0.12
13 H 0.14
14 H 0.09
15 H 0.11
16 H 0.09
17 H 0.06
18 H 0.10
19 H 0.12
20 H 0.10
21 H 0.11
22 H 0.10
23 H 0.14
24 H 0.13
25 H 0.13

=====

Stability comparison, relative energies in eV: P 1.569; Q 0.000

=====

P:
A cluster of 3 separate species, C2H8N in total, computed with wB97M-V/def2-TZVPD.

Atoms and positions in Å:
C: 1.264 -0.545 0.277
C: -1.054 0.322 0.146
N: -0.015 -0.657 -0.114
H: 1.976 -1.278 -0.061
H: 0.182 2.231 -0.702
H: 1.593 0.156 1.087
H: -1.225 0.520 1.117
H: -0.357 1.575 -0.365
H: -2.017 0.191 -0.473
H: -0.123 -0.904 -1.182
H: -0.223 -1.613 0.270

Summary:
HOMO (alpha / beta) in eV: -14.60 / -14.16
Charge: +1
HOMO-LUMO gap (alpha / beta) in eV: 8.699 / 8.760

The net atomic charges from Löwdin, expressed in e, are:
1 C 0.06
2 C -0.02
3 N -0.13
4 H 0.10
5 H 0.17
6 H 0.13
7 H 0.05
8 H 0.03
9 H 0.15
10 H 0.25
11 H 0.21

=====

Q:
The ion C2H8N with charge +1, computed with wB97M-V/def2-TZVPD.

Atoms and positions in Å:
C: 0.018 1.013 -0.731
C: -0.521 -0.280 -0.225
N: 0.305 -0.816 0.933
H: 0.469 0.999 -1.730
H: -0.650 1.874 -0.792
H: 0.902 1.457 -0.259
H: -1.544 -0.325 0.138
H: -0.467 -1.019 -1.026
H: -0.092 -1.641 1.393
H: 0.357 -0.083 1.639
H: 1.222 -1.179 0.660

Summary:
HOMO in eV: -17.08
Charge: +1
HOMO-LUMO gap in eV: 13.094
SMILES: CC[NH3+]

The net atomic charges from Löwdin, expressed in e, are:
1 C -0.08
2 C -0.18
3 N 0.19
4 H 0.09
5 H 0.10
6 H 0.09
7 H 0.13
8 H 0.13
9 H 0.18
10 H 0.17
11 H 0.18

=====

Stability comparison, relative energies in eV: P 6.306; Q 0.000

=====

P:
The ion C3H10N3S with charge +1, computed with wB97M-V/def2-TZVPD.

Atoms and positions in Å:
C: -2.879 0.111 -0.752
S: -1.510 -0.514 0.560
N: 0.001 0.188 -0.150
C: 0.581 1.120 0.986
N: 1.448 0.247 1.564
C: 2.119 -0.368 0.429
N: 1.055 -0.682 -0.513
H: -3.673 -0.335 -0.282
H: -2.520 -0.313 -1.697
H: -3.163 1.177 -0.758
H: -0.231 0.599 -1.073
H: -0.359 1.576 1.406
H: 1.091 1.993 0.487
H: 1.186 -0.362 2.358
H: 2.561 0.573 0.016
H: 2.810 -1.179 0.652
H: 0.821 -1.699 -0.354

Summary:
HOMO in eV: -13.97
Charge: +1
HOMO-LUMO gap in eV: 10.289
SMILES: CS[N@H+]1CNCN1

The net atomic charges from Löwdin, expressed in e, are:
1 C -0.21
2 S 0.93
3 N -0.38
4 C -0.23
5 N -0.03
6 C -0.17
7 N -0.02
8 H -0.01
9 H 0.05
10 H 0.06
11 H 0.16
12 H 0.13
13 H 0.15
14 H 0.16
15 H 0.13
16 H 0.15
17 H 0.14

=====

Q:
A cluster of 2 separate species, C3H10N3S in total, computed with wB97M-V/def2-TZVPD.

Atoms and positions in Å:
C: -0.022 -0.393 -1.309
C: -0.580 1.046 -1.377
C: 1.162 -0.810 -0.442
N: 1.960 0.023 -0.029
N: 0.024 2.979 0.061
N: -1.135 -2.026 2.310
S: 0.838 2.346 -1.018
H: -0.904 -0.993 -0.963
H: 0.113 -0.710 -2.306
H: -0.957 1.205 -2.381
H: -1.414 1.416 -0.755
H: 1.233 -1.964 -0.493
H: 0.359 3.852 0.417
H: -1.742 -1.176 2.252
H: 2.709 -0.154 0.638
H: -1.470 -2.817 2.792
H: -0.174 -1.825 2.603

Summary:
HOMO in eV: -12.58
Charge: +1
HOMO-LUMO gap in eV: 6.242

The net atomic charges from Löwdin, expressed in e, are:
1 C -0.21
2 C -0.26
3 C -0.23
4 N 0.09
5 N -0.27
6 N 0.00
7 S 1.14
8 H 0.14
9 H 0.10
10 H 0.09
11 H 0.09
12 H 0.16
13 H 0.03
14 H 0.03
15 H 0.10
16 H -0.01
17 H 0.01

=====

Stability comparison, relative energies in eV: P 0.000; Q 0.308

=====

P:
A structure of composition C7H16N2O, computed with wB97M-V/def2-TZVPD.

Atoms and positions in Å:
C: -0.775 0.726 1.747
C: -0.697 2.202 -0.674
C: 0.211 1.306 0.119
C: 1.485 1.612 0.361
O: -1.862 0.123 1.480
H: -1.797 -0.682 0.101
H: -0.839 1.766 2.099
H: 0.061 0.152 2.178
H: -0.601 2.037 -1.751
H: -1.744 2.016 -0.421
H: -0.495 3.262 -0.492
H: 1.964 2.521 -0.001
H: 2.122 0.950 0.944
C: -0.037 -2.498 1.164
C: 0.890 -0.544 -1.918
N: 0.670 -1.626 0.239
C: 0.071 -0.796 -0.670
N: -1.272 -0.945 -0.817
H: 1.649 -1.467 0.403
H: -1.645 -0.412 -1.590
H: 0.699 -3.032 1.763
H: -0.724 -1.967 1.825
H: -0.628 -3.221 0.598
H: 0.498 0.286 -2.500
H: 1.920 -0.315 -1.657
H: 0.874 -1.452 -2.526

Summary:
HOMO in eV: -7.71
HOMO-LUMO gap in eV: 8.096

The net atomic charges from Löwdin, expressed in e, are:
1 C -0.28
2 C -0.10
3 C -0.34
4 C -0.02
5 O -0.19
6 H 0.09
7 H 0.10
8 H 0.08
9 H 0.06
10 H 0.07
11 H 0.08
12 H 0.06
13 H 0.05
14 C -0.07
15 C -0.02
16 N 0.00
17 C -0.44
18 N 0.15
19 H 0.13
20 H 0.10
21 H 0.09
22 H 0.07
23 H 0.09
24 H 0.07
25 H 0.08
26 H 0.09

=====

Q:
A structure of composition C7H16N2O, computed with wB97M-V/def2-TZVPD.

Atoms and positions in Å:
C: 0.005 0.809 -0.365
C: 0.823 -0.196 0.419
C: 0.236 0.762 -1.874
C: -0.797 -1.535 0.725
C: 1.783 -1.123 -0.254
C: 1.187 0.232 1.794
C: -1.424 0.284 0.120
N: 0.190 2.198 0.085
N: -2.318 -0.005 -0.960
O: -1.905 0.834 1.150
H: -0.355 2.330 0.938
H: -0.257 2.817 -0.585
H: -2.015 -0.735 -1.591
H: -3.236 -0.214 -0.584
H: 0.104 -0.237 -2.290
H: 1.244 1.100 -2.124
H: -0.478 1.419 -2.375
H: 2.103 -1.923 0.417
H: 1.831 1.116 1.725
H: -1.854 -1.780 0.838
H: -0.480 -2.380 0.108
H: -0.420 -1.673 1.739
H: 1.387 -1.571 -1.163
H: 2.671 -0.537 -0.526
H: 1.724 -0.539 2.347
H: 0.251 0.548 2.287

Summary:
HOMO in eV: -8.40
HOMO-LUMO gap in eV: 8.616

The net atomic charges from Löwdin, expressed in e, are:
1 C -0.47
2 C -0.27
3 C -0.04
4 C -0.01
5 C -0.06
6 C -0.05
7 C -0.57
8 N 0.08
9 N 0.12
10 O -0.04
11 H 0.08
12 H 0.08
13 H 0.08
14 H 0.10
15 H 0.07
16 H 0.09
17 H 0.09
18 H 0.09
19 H 0.10
20 H 0.06
21 H 0.05
22 H 0.05
23 H 0.08
24 H 0.11
25 H 0.09
26 H 0.10

=====

Stability comparison, relative energies in eV: P 0.435; Q 0.000

=====

P:
The molecule CHFO2, computed with wB97M-V/def2-TZVPD.

Atoms and positions in Å:
O: 1.383 -0.642 -0.642
C: 0.512 -0.063 -0.074
O: -0.725 -0.407 -0.356
F: -1.811 0.370 0.401
H: 0.642 0.741 0.670

Summary:
HOMO in eV: -11.96
HOMO-LUMO gap in eV: 10.246
SMILES: O=COF

The net atomic charges from Löwdin, expressed in e, are:
1 O 0.13
2 C -0.37
3 O 0.12
4 F -0.04
5 H 0.15

=====

Q:
A cluster of 2 separate species, CHFO2 in total, computed with wB97M-V/def2-TZVPD.

Atoms and positions in Å:
C: -0.542 0.194 -0.013
O: -1.721 0.349 0.105
O: 0.504 0.801 -0.144
F: 2.034 -0.393 0.076
H: -0.275 -0.951 -0.024

Summary:
HOMO (alpha / beta) in eV: -11.76 / -12.53
HOMO-LUMO gap (alpha / beta) in eV: 7.469 / 9.862

The net atomic charges from Löwdin, expressed in e, are:
1 C -0.48
2 O 0.21
3 O 0.13
4 F -0.10
5 H 0.24

=====

Stability comparison, relative energies in eV: P 0.000; Q 1.545

=====

P:
A cluster of 2 separate species, C5H13N in total, computed with wB97M-V/def2-TZVPD.

Atoms and positions in Å:
C: -0.447 1.000 1.005
C: -0.762 0.045 -0.134
N: -2.121 0.279 -0.491
C: 2.087 -0.676 0.082
C: 2.805 0.331 -0.727
C: -2.995 -0.800 -0.161
H: -0.417 1.976 0.480
H: -1.254 0.976 1.717
H: 0.600 0.975 1.341
H: -0.557 -1.018 0.066
H: -0.012 0.154 -0.925
H: 2.212 -1.577 -0.496
H: 2.586 -0.690 1.042
H: 1.881 0.739 -0.190
H: 2.714 0.429 -1.801
H: 3.661 0.960 -0.447
H: -2.694 -1.720 -0.644
H: -3.979 -0.640 -0.618
H: -3.308 -0.743 0.902

Summary:
Expectation value of S²: 0.758
HOMO (alpha / beta) in eV: -12.86 / -12.85
Charge: +1
HOMO-LUMO gap (alpha / beta) in eV: 4.941 / 4.894
2S+1: 2

The net atomic charges from Löwdin, expressed in e, are:
1 C -0.08
2 C -0.38
3 N 0.02
4 C 0.16
5 C 0.05
6 C -0.14
7 H 0.10
8 H 0.08
9 H 0.05
10 H 0.10
11 H 0.08
12 H 0.14
13 H 0.13
14 H 0.14
15 H 0.12
16 H 0.14
17 H 0.09
18 H 0.08
19 H 0.11

=====

Q:
A cluster of 2 separate species, C5H13N in total, computed with wB97M-V/def2-TZVPD.

Atoms and positions in Å:
C: -1.468 -1.378 -2.081
C: -1.577 -0.275 -1.094
C: -2.004 0.969 -1.470
H: -1.688 -1.153 -3.138
H: -2.242 -2.121 -1.918
H: -0.495 -1.898 -2.023
H: -1.713 -0.645 -0.055
H: -2.401 1.699 -0.706
H: -1.777 1.280 -2.466
C: 1.750 1.252 0.811
N: 2.088 -0.040 1.387
C: 0.978 -0.450 2.313
H: 0.786 1.271 0.256
H: 2.534 1.562 0.109
H: 1.655 2.024 1.619
H: 2.248 -0.574 0.540
H: 0.023 -0.448 1.752
H: 1.189 -1.422 2.759
H: 0.900 0.348 3.078

Summary:
Expectation value of S²: 0.755
HOMO (alpha / beta) in eV: -12.89 / -12.74
Charge: +1
HOMO-LUMO gap (alpha / beta) in eV: 9.602 / 4.016
2S+1: 2

The net atomic charges from Löwdin, expressed in e, are:
1 C -0.14
2 C -0.26
3 C 0.01
4 H 0.09
5 H 0.08
6 H 0.07
7 H 0.09
8 H 0.08
9 H 0.05
10 C -0.05
11 N 0.11
12 C 0.01
13 H 0.12
14 H 0.11
15 H 0.13
16 H 0.16
17 H 0.11
18 H 0.11
19 H 0.12

=====

Stability comparison, relative energies in eV: P 4.170; Q 0.000

=====

P:
The ion C4H9ClN with charge +1, computed with wB97M-V/def2-TZVPD.

Atoms and positions in Å:
C: -1.263 0.164 0.970
N: -0.542 -0.216 0.012
C: -0.448 -1.616 -0.236
C: 0.256 0.683 -0.772
C: 1.883 1.123 0.066
Cl: 2.722 -0.457 0.271
H: -1.231 1.265 1.151
H: -1.743 -0.511 1.507
H: -0.759 -2.119 0.568
H: 0.606 -2.070 -0.454
H: -1.044 -1.808 -1.051
H: -0.039 1.736 -0.892
H: 0.570 0.068 -1.534
H: 2.515 1.610 -0.592
H: 1.675 1.571 1.090

Summary:
HOMO in eV: -14.42
Charge: +1
HOMO-LUMO gap in eV: 9.229
SMILES: C=[N+](C)CCCl

The net atomic charges from Löwdin, expressed in e, are:
1 C 0.21
2 N -0.18
3 C 0.00
4 C -0.05
5 C -0.40
6 Cl 0.56
7 H 0.16
8 H 0.08
9 H 0.07
10 H 0.14
11 H 0.10
12 H 0.13
13 H 0.08
14 H 0.02
15 H 0.09

=====

Q:
A cluster of 2 separate species, C4H9ClN in total, computed with wB97M-V/def2-TZVPD.

Atoms and positions in Å:
C: -0.481 -0.573 2.375
C: -0.732 -1.362 1.315
C: -0.756 -1.903 0.108
C: -0.225 0.881 -1.077
N: 1.161 1.305 -0.921
Cl: 0.281 0.898 2.060
H: -0.615 -0.985 3.376
H: -0.785 -0.078 -0.447
H: 0.260 -2.109 -0.193
H: -1.569 -2.193 -0.466
H: -0.129 0.459 -2.113
H: -1.008 1.605 -1.180
H: 1.722 0.656 -1.571
H: 1.326 1.164 0.071
H: 1.551 2.234 -1.338

Summary:
HOMO in eV: -13.09
Charge: +1
HOMO-LUMO gap in eV: 9.273

The net atomic charges from Löwdin, expressed in e, are:
1 C -0.54
2 C -0.15
3 C 0.00
4 C -0.13
5 N 0.08
6 Cl 0.73
7 H 0.09
8 H 0.12
9 H 0.09
10 H 0.07
11 H 0.10
12 H 0.09
13 H 0.20
14 H 0.04
15 H 0.22

=====

Stability comparison, relative energies in eV: P 0.000; Q 1.288